A structure of composition C17H15BeBrO2. Source: OMol25; level of theory: ωB97M-V/def2-TZVPD.

XYZ file:
```
36
Properties=species:S:1:pos:R:3:mulliken_charge:R:1
C -1.20849 -1.33764 -3.38870 -0.272
C -1.19368 -2.30946 -2.38943 -1.280
C -1.88060 -1.77085 -1.21984 0.552
H -0.80709 -3.32238 -2.47013 0.359
C -2.29108 -0.41772 -1.57916 -0.778
C -1.88858 -0.18295 -2.90546 -0.597
H -2.05723 0.72968 -3.47111 0.361
H -0.80979 -1.44905 -4.39039 0.500
H -2.25572 -2.35547 -0.37320 0.381
H -2.95352 0.22271 -0.98595 0.468
Be -0.54621 -1.09337 -0.21619 0.168
Br 0.96036 -2.55237 -0.13068 -0.558
C 2.14151 0.67141 -1.24136 -0.190
C 1.31856 1.43762 -2.10670 -0.646
C 1.17088 0.70958 -3.32510 -0.673
H 0.83352 2.38127 -1.86153 0.396
C 1.87536 -0.51164 -3.19869 -0.430
C 2.50597 -0.52944 -1.92140 -1.015
H 3.08713 -1.34572 -1.49844 0.550
H 2.39497 0.90839 -0.21146 0.195
H 0.58390 1.02669 -4.18043 0.521
H 1.89883 -1.32738 -3.91043 0.390
O -1.93479 -0.58560 1.36177 -0.644
C -0.94398 0.17923 1.32035 0.606
O -0.32174 0.41462 0.17827 -0.296
C -0.36641 0.69131 2.58508 0.068
C 0.87863 1.32966 2.64443 -0.129
C 1.36618 1.73887 3.89086 -0.618
C 0.62209 1.46712 5.05196 -0.242
C -0.60156 0.77680 4.98632 -0.507
C -1.08366 0.36609 3.74054 -0.417
H 1.41415 1.53597 1.71810 0.343
H 2.31225 2.29374 3.94487 0.359
H 1.00532 1.79758 6.01536 0.333
H -1.19306 0.57815 5.88895 0.330
H -2.03243 -0.16544 3.64892 0.413
```

Properties
Charge: -2
Energy, Eh: -3396.08477